Computed, not measured: the ion C5H7N with charge +1 at a distorted geometry, with ωB97M-V with the def2-TZVPD basis set.

**Relative energy (zero: lowest compared OMol25 entry of this formula, charge and spin)**: 0.754 eV
**Frontier orbital gap (alpha / beta)**: 11.14 / 7.43 eV
**Charge**: +1
**2S+1**: 2
**E**: -6779.949 eV

Cartesian coordinates (Å):
C1 1.9157 -0.3095 0.0561
C2 0.4666 -0.0562 -0.1276
C3 -0.5930 -1.0052 -0.3283
N1 -1.7787 -0.3677 -0.1732
C4 -1.5382 0.8951 0.2472
C5 -0.1392 1.0886 0.3664
H1 2.1365 -1.2692 0.5108
H2 2.3660 0.5106 0.6130
H3 2.4389 -0.3190 -0.9092
H4 -0.6181 -1.9312 -0.8858
H5 -2.6795 -0.8246 -0.1586
H6 -2.3301 1.5489 0.5931
H7 0.3532 2.0393 0.1961

Forces on atoms 1 to 3 (eV/Å):
C 0.59 0.20 -1.34
C 0.04 -0.20 2.50
C -0.54 0.06 -1.64

Löwdin atomic charge list, values in e, 8 entries: -0.0099, -0.1922, 0.0904, 0.0943, 0.0419, 0.0270, 0.1012, 0.0979